The following is a DFT calculation (ωB97M-V/def2-TZVPD) of one molecule with the formula C3H7Cl2NS.

Structure (XYZ):
```
14
C3H7Cl2NS | the OMol25 dataset | ωB97M-V/def2-TZVPD
N 1.569 0.036 0.107
C 0.244 0.439 -0.176
C -0.290 -0.363 -1.353
S -0.234 -2.180 -1.125
C -0.518 0.674 1.090
Cl -0.656 -0.689 2.165
Cl -2.095 1.536 0.898
H 1.958 0.808 0.505
H 1.740 -0.705 0.779
H 0.243 1.547 -0.569
H 0.386 -0.172 -2.245
H -1.288 -0.010 -1.600
H -1.150 -2.349 -0.146
H 0.092 1.428 1.670
```

Properties
spin multiplicity	1
Kohn-Sham gap	0.35966	Eh
SMILES	N[C@@H](CS)C(Cl)Cl
E	-1491.81257	a.u.
LUMO	0.64	eV
total charge	0
max |F|	3.54	eV/Å
ΔE to the lowest compared entry with this formula, charge and spin	9.1	kcal/mol

=====

The following is a DFT calculation (ωB97M-V/def2-TZVPD) of C3H7Cl6OSn as an isolated structure.

Structure (XYZ):
```
18
C3H7Cl6OSn | the OMol25 dataset | ωB97M-V/def2-TZVPD
Sn -3.081 -1.537 1.647
O -1.382 -1.729 -0.399
H -0.769 -0.994 -0.252
C 1.534 -2.087 2.018
Cl 0.978 -2.271 3.711
Cl 3.220 -2.545 1.795
H 0.955 -2.761 1.398
H 1.423 -1.043 1.748
C 1.319 -0.101 -1.721
Cl 2.825 -0.984 -1.434
Cl 1.581 1.298 -2.761
H 0.619 -0.735 -2.253
H 0.994 0.233 -0.740
C -1.933 3.143 -0.629
Cl -3.167 3.835 0.438
Cl -2.092 1.378 -0.764
H -2.039 3.522 -1.638
H -0.984 3.377 -0.163
```

Properties
spin multiplicity	1
Kohn-Sham gap	0.20385	Eh
E	-3168.80112	a.u.
LUMO	-7.68	eV
total charge	+1
max |F|	4.11	eV/Å
ΔE to the lowest compared entry with this formula, charge and spin	0.0	kcal/mol

=====

The following is a DFT calculation (ωB97M-V/def2-TZVPD) of a 2-piece molecular cluster, C3H7ClN2 overall.

Structure (XYZ):
```
13
C3H7ClN2 | the OMol25 dataset | ωB97M-V/def2-TZVPD
C 0.460 0.007 0.187
C 1.749 0.690 0.280
C -1.478 -1.360 0.742
N -0.194 -0.760 0.848
N -0.319 0.643 -1.642
Cl -0.286 2.405 -1.655
H 2.505 -0.138 -0.208
H 2.095 0.825 1.330
H 1.931 1.602 -0.286
H -1.889 -1.373 1.756
H -1.302 -2.347 0.198
H -2.007 -0.568 0.033
H -1.265 0.373 -1.583
```

Properties
spin multiplicity	1
Kohn-Sham gap	0.32151	Eh
E	-688.06370	a.u.
LUMO	0.52	eV
total charge	0
max |F|	3.90	eV/Å
ΔE to the lowest compared entry with this formula, charge and spin	96.1	kcal/mol

=====

The following is a DFT calculation (ωB97M-V/def2-TZVPD) of C3H7ClN2 as an isolated structure.

Structure (XYZ):
```
13
C3H7ClN2 | the OMol25 dataset | ωB97M-V/def2-TZVPD
C -3.468 -0.534 -0.083
C 0.039 0.362 0.075
C 1.338 -0.035 0.715
H -4.279 -0.094 0.920
H -4.110 -0.580 -1.222
H -2.847 -1.635 -0.277
H -2.683 1.527 -0.146
H -0.107 1.498 -0.180
H 1.140 -1.054 1.066
H 1.559 0.331 1.671
N -2.375 0.580 -0.184
N -1.138 -0.151 0.107
Cl 2.851 -0.103 -0.326
```

Properties
spin multiplicity	1
Kohn-Sham gap	0.35509	Eh
E	-688.01111	a.u.
LUMO	0.98	eV
total charge	0
max |F|	6.41	eV/Å
ΔE to the lowest compared entry with this formula, charge and spin	129.1	kcal/mol

=====

The following is a DFT calculation (ωB97M-V/def2-TZVPD) of a 2-piece molecular cluster, C3H7ClO3 overall.

Structure (XYZ):
```
14
C3H7ClO3 | the OMol25 dataset | ωB97M-V/def2-TZVPD
O 1.906 1.077 0.894
C 1.437 0.209 0.254
C 2.051 -0.365 -1.076
O 1.024 -0.902 -2.013
H 0.691 -0.492 0.908
H 2.729 -1.319 -0.814
H 2.769 0.311 -1.603
H 1.158 -0.358 -2.797
O -2.639 -0.403 1.681
C -2.337 0.758 1.019
Cl -2.023 0.014 -0.831
H -1.861 -0.874 2.084
H -3.356 1.211 0.717
H -1.551 1.133 1.579
```

Properties
spin multiplicity	1
Kohn-Sham gap	0.37930	Eh
SMILES	O=CCO.OCCl
E	-804.31188	a.u.
LUMO	0.51	eV
total charge	0
max |F|	5.68	eV/Å
ΔE to the lowest compared entry with this formula, charge and spin	53.1	kcal/mol

=====

The following is a DFT calculation (ωB97M-V/def2-TZVPD) of one molecule with the formula C3H7ClOS.

Structure (XYZ):
```
13
C3H7ClOS | the OMol25 dataset | ωB97M-V/def2-TZVPD
C 0.578 1.627 0.406
O -0.297 0.549 0.673
C -0.245 -0.540 -0.198
S 1.283 -1.401 0.203
C -1.567 -1.413 0.290
Cl -2.920 -0.343 -0.014
H 0.105 2.337 1.208
H 0.578 1.982 -0.634
H 1.638 1.442 0.565
H -0.217 -0.104 -1.183
H 1.881 -1.667 -0.954
H -1.772 -2.448 -0.248
H -1.635 -1.511 1.421
```

Properties
spin multiplicity	1
Kohn-Sham gap	0.37134	Eh
SMILES	CO[C@@H](S)CCl
E	-1052.06110	a.u.
LUMO	0.69	eV
total charge	0
max |F|	2.67	eV/Å
ΔE to the lowest compared entry with this formula, charge and spin	40.0	kcal/mol